Record 1
Molecular formula: H2N2O3
Method: DFT, ωB97M-V/def2-TZVPD

Computed properties:
- HOMO-LUMO gap: 10.78 eV
- Relative energy (zero: lowest compared OMol25 entry of this formula, charge and spin): 311.4 kJ/mol
- Structure (SMILES): [H]/N=N/OOO

Geometry (Å):
H1 -0.3027 -1.9018 1.9522
N1 -0.5903 -0.8929 1.7225
N2 -0.0394 -0.3984 0.7264
O1 -0.4083 0.9285 0.3344
O2 0.5099 1.2812 -0.6137
O3 0.3075 0.9602 -1.9459
H2 0.5234 0.0231 -2.1759

Cartesian forces, eV/Å:
0.213 1.895 -1.229
-0.111 1.755 -1.224
0.641 -2.848 0.862
-2.092 -1.498 1.096
2.853 0.652 0.472
-1.647 -0.478 -1.237
0.144 0.521 1.259

Löwdin atomic charge list, values in e, 4 entries: 0.103 0.071 -0.054 -0.074


Record 2
Molecular formula: C9H15PSi
Method: DFT, ωB97M-V/def2-TZVPD

Computed properties:
- HOMO-LUMO gap (alpha / beta): 6.72 / 7.82 eV
- Relative energy (zero: lowest compared OMol25 entry of this formula, charge and spin): 466.7 kJ/mol

Geometry (Å):
C1 0.6448 1.2161 1.5887
C2 0.3159 1.0178 3.2462
C3 0.2479 0.7782 0.2395
C4 -1.7503 0.6359 1.9984
C5 -0.8006 1.4666 1.0049
C6 -1.2294 0.9871 3.3718
C7 2.1873 -1.2546 -1.0610
C8 0.5843 0.5200 -2.9661
C9 -0.8557 -1.7411 -1.3051
Si1 0.5523 -0.3195 -1.2476
P1 -0.3906 -0.1857 4.6395
H1 1.4523 1.8998 1.5643
H2 0.6195 1.9477 3.6471
H3 -2.8201 0.7361 2.0243
H4 -1.4019 -0.4741 1.7147
H5 -1.3723 2.3776 0.7034
H6 -1.6256 1.7667 3.9718
H7 2.8868 -0.4336 -0.8767
H8 2.4579 -1.8494 -0.1144
H9 2.5497 -1.9260 -1.8806
H10 0.3193 0.1761 -3.9951
H11 -0.0054 1.5279 -2.8829
H12 1.6792 0.6844 -3.0329
H13 -1.0423 -2.4579 -0.5938
H14 -1.8260 -1.2396 -1.5575
H15 -0.4426 -2.3639 -2.1034

Cartesian forces, eV/Å:
-1.959 0.315 1.410
-2.320 -0.814 -0.917
-0.671 -1.354 0.330
2.460 -2.490 -0.539
-1.021 0.487 0.385
2.670 -1.591 0.475
1.225 -0.596 1.443
-0.414 1.986 0.154
0.713 2.983 -1.990
-1.457 -2.813 0.096
0.487 0.838 -2.530
0.634 0.916 0.010
1.124 0.587 0.602
-0.428 0.153 -1.003
-1.297 2.028 0.967
1.305 -0.295 -0.054
-0.760 0.962 -0.114
0.509 0.095 -0.684
-1.292 0.639 -1.082
-0.481 0.964 0.329
-0.149 -0.654 1.250
1.423 -1.500 -0.056
-0.452 0.662 -0.113
-0.182 -1.140 2.496
0.757 -0.674 -0.216
-0.424 0.302 -0.649

Löwdin atomic charge list, values in e, 4 entries: -0.146 -0.397 -0.157 -0.157


Record 3
Molecular formula: C2H3NO
Method: DFT, ωB97M-V/def2-TZVPD

Computed properties:
- HOMO-LUMO gap: 9.78 eV
- Relative energy (zero: lowest compared OMol25 entry of this formula, charge and spin): 485.9 kJ/mol

Geometry (Å):
C1 -2.8972 -0.1949 0.0346
C2 -0.2072 -0.1592 -0.1638
N1 -3.8549 0.3984 -0.1359
O1 -1.1421 -1.0684 0.2350
H1 0.5851 -0.7842 0.2998
H2 -0.1664 0.6432 0.5170
H3 0.0205 0.0519 -1.2525

Cartesian forces, eV/Å:
5.385 -2.875 0.569
1.955 -1.029 -0.130
-1.315 0.755 -0.176
-5.841 1.616 -1.002
0.788 0.131 -0.709
-0.199 1.717 0.216
-0.772 -0.316 1.231

Löwdin atomic charge list, values in e, 4 entries: -0.067 -0.204 0.056 -0.102


Record 4
Molecular formula: C19H21FN2W
Method: DFT, ωB97M-V/def2-TZVPD

Computed properties:
- HOMO-LUMO gap (alpha / beta): 5.70 / 6.98 eV
- 2S+1: 3
- Total charge: +2

Geometry (Å):
C1 0.9758 2.5173 3.3555
C2 2.4391 2.0972 3.1249
H1 0.5621 3.1045 2.5199
H2 0.9291 3.1737 4.2372
H3 0.3111 1.6730 3.5772
H4 2.7621 2.2484 2.0875
H5 3.1257 2.7143 3.7223
H6 2.6434 1.0614 3.4375
C3 -2.1806 1.2559 -0.9629
C4 -3.1439 1.4788 -1.9258
C5 -2.9162 1.1023 -3.2545
C6 -1.7190 0.4947 -3.6237
H7 -2.2718 1.5434 0.0829
H8 -4.0853 1.9422 -1.6343
H9 -3.6711 1.2730 -4.0168
H10 -1.5115 0.1254 -4.6340
N1 -1.0106 0.6362 -1.3398
C7 -0.7441 0.2776 -2.6578
C8 0.4684 -0.4960 -2.8137
N2 1.0760 -0.8141 -1.6062
C9 2.1604 -1.6573 -1.5446
C10 2.0765 -1.8767 -3.9501
C11 2.6835 -2.1554 -2.7207
H11 2.5588 -1.8714 -0.5532
H12 3.5736 -2.7852 -2.6785
C12 0.9376 -1.0813 -3.9812
H13 0.3768 -0.8962 -4.8948
H14 2.4831 -2.2806 -4.8756
W1 0.1134 -0.2503 0.0528
C13 1.3187 0.3968 1.4886
H15 2.0290 1.0472 0.9756
H16 1.7781 -0.1560 2.2973
H17 0.4767 1.0028 1.8662
F1 -3.6946 -4.5259 2.3379
C14 -2.8007 -3.6110 1.8341
C15 -2.9878 -3.1745 0.5311
C16 -2.0860 -2.2374 0.0190
C17 -1.0342 -1.7538 0.8363
C18 -0.8526 -2.2606 2.1387
C19 -1.7618 -3.1908 2.6472
H18 -3.8051 -3.5328 -0.0893
H19 -2.2275 -1.8803 -1.0107
H20 -0.0185 -1.9131 2.7450
H21 -1.6458 -3.5707 3.6554

Cartesian forces, eV/Å:
0.104 0.640 0.715
0.759 0.646 0.623
0.125 -0.241 0.205
-0.112 -0.203 -0.294
0.118 0.252 0.019
0.040 -0.034 0.503
-0.333 -0.082 -0.086
0.012 0.539 -0.102
1.054 -0.567 -1.438
-0.441 0.233 -0.017
0.116 0.017 0.133
0.771 -0.325 -0.008
-0.073 -0.111 -0.220
0.233 -0.076 -0.128
0.013 -0.006 0.198
-0.386 0.407 0.332
-1.125 1.746 -1.628
-1.990 0.730 1.304
1.665 -1.656 0.676
0.621 -0.929 -1.738
-1.002 1.009 -0.819
0.085 0.008 0.384
0.512 -0.342 -0.221
-0.077 0.014 -0.289
-0.299 0.164 -0.015
-0.528 0.662 0.046
0.409 -0.081 0.019
-0.098 0.007 0.249
-0.194 -2.689 2.433
-0.232 0.072 -1.031
0.055 0.139 0.223
0.025 -0.369 -0.223
0.146 0.325 0.405
1.206 1.235 -0.649
-1.147 -1.219 0.611
0.395 0.552 -0.525
-0.289 -0.310 0.453
0.067 0.077 -0.555
-0.474 -0.076 -0.125
0.513 0.350 -0.080
0.095 -0.083 0.307
0.054 -0.177 0.430
-0.254 -0.169 0.038
-0.139 -0.077 -0.116

Löwdin atomic charge list, values in e, 4 entries: -0.167 -0.183 0.078 0.084


Record 5
Molecular formula: C25H39O19Rb2
Method: DFT, ωB97M-V/def2-TZVPD

Computed properties:
- HOMO-LUMO gap (alpha / beta): 6.25 / 3.64 eV
- 2S+1: 2
- Total charge: +2

Geometry (Å):
Rb1 4.4378 -1.0802 -0.0514
Rb2 3.0269 -0.6876 -3.7873
C1 0.6985 -0.4078 -0.7829
O1 1.7215 -1.2082 -1.1749
H1 -0.0184 -0.9112 -0.1342
H2 1.1123 0.4720 -0.2901
H3 0.0702 -0.0957 -1.6171
C2 -0.3160 2.8613 1.2947
C3 0.0595 3.5879 2.5565
C4 0.1234 2.7735 3.8619
O2 1.3510 3.0474 4.4709
C5 2.0812 3.7765 3.5745
O3 3.2667 4.0983 3.6840
O4 1.3405 4.1304 2.5054
H4 0.0700 1.8423 1.2678
H5 -0.1106 3.5048 0.4392
H6 -1.3938 2.7047 1.2493
H7 -0.6930 4.3514 2.7539
H8 0.0933 1.7283 3.5540
H9 -0.7233 2.8836 4.5393
C6 -2.6871 1.3299 -3.7114
C7 -2.0664 2.5622 -3.0110
C8 -1.6043 3.6557 -3.9613
O5 -1.9540 4.8848 -3.2412
C9 -2.8745 4.6164 -2.3221
O6 -3.4599 5.4406 -1.6411
O7 -3.0551 3.2835 -2.3207
H10 -3.7019 1.6067 -3.9972
H11 -2.8240 0.5094 -3.0070
H12 -2.0822 1.0619 -4.5776
H13 -1.2443 2.2553 -2.3643
H14 -2.2360 3.5827 -4.8466
H15 -0.5412 3.4722 -4.1165
C10 -3.2863 -2.0802 1.4235
C11 -3.2656 -0.6144 1.0854
C12 -2.9432 -0.2469 -0.3510
O8 -3.9220 0.6842 -0.6891
C13 -4.9127 0.6699 0.1887
O9 -5.9391 1.2823 0.0543
O10 -4.5608 -0.1255 1.2472
H16 -3.9881 -2.5177 0.7135
H17 -3.6980 -2.1900 2.4267
H18 -2.2366 -2.3729 1.4492
H19 -2.5169 -0.0770 1.6674
H20 -2.8773 -1.1341 -0.9808
H21 -1.9555 0.2068 -0.4336
C14 0.5748 -5.6234 -2.2506
C15 0.3236 -4.7008 -1.0919
C16 -0.9564 -3.8908 -1.4664
O11 -1.9171 -4.3900 -0.6190
C17 -1.3238 -5.2196 0.2804
O12 -1.8561 -5.6945 1.2575
O13 -0.0250 -5.3975 0.0617
H22 -0.2144 -6.3640 -2.3794
H23 1.4740 -6.2171 -2.0858
H24 0.6501 -5.0087 -3.1476
H25 1.1958 -4.0592 -0.9670
H26 -1.3444 -4.0969 -2.4639
H27 -0.8604 -2.8120 -1.3434
C18 -0.1196 -3.2222 2.8837
C19 1.1538 -4.1132 2.9402
C20 2.3826 -3.6281 2.0719
O14 3.4727 -3.6115 2.9616
C21 3.0699 -3.8490 4.2038
O15 3.8319 -3.8563 5.1518
O16 1.7333 -4.1454 4.2292
H28 -0.9400 -3.8378 3.2524
H29 -0.3457 -3.0128 1.8382
H30 -0.0005 -2.2932 3.4413
H31 0.8470 -5.1074 2.6154
H32 2.1596 -2.6764 1.5895
H33 2.6962 -4.3208 1.2910
C22 4.6750 3.7305 -0.1492
C23 3.9498 3.2968 -1.4309
C24 2.7539 2.3775 -1.1219
O17 1.6734 2.9790 -1.8329
C25 2.0355 4.1337 -2.2751
O18 1.2988 4.9070 -2.8139
O19 3.2683 4.4294 -1.9527
H34 5.5929 4.3004 -0.2929
H35 5.0298 2.8160 0.3262
H36 4.0401 4.3897 0.4429
H37 4.5460 2.8110 -2.2033
H38 2.6069 2.4418 -0.0437
H39 3.1030 1.4184 -1.5043

Cartesian forces, eV/Å:
0.305 -0.222 0.748
-0.183 0.050 -0.640
-1.421 -1.052 0.117
0.702 0.051 -0.183
0.327 -0.107 0.637
0.079 0.536 0.057
0.278 0.693 -0.595
-0.740 -0.003 0.094
-1.592 0.105 1.507
-1.342 -1.671 -0.772
1.031 0.991 -0.834
3.357 1.000 0.782
-3.474 -1.242 -0.161
1.095 0.294 -0.433
0.669 0.001 -0.288
0.381 -0.330 -0.170
-0.207 0.181 0.229
0.273 0.561 -0.457
0.219 -0.470 0.258
0.253 0.506 0.058
-0.043 0.969 0.814
-0.652 0.146 -0.994
-0.527 -0.278 0.662
1.658 -0.250 -1.392
-1.067 1.625 1.005
1.385 -2.241 -1.471
-1.439 -1.165 2.056
0.109 0.014 -0.378
0.284 -0.118 -0.139
-0.110 -0.201 -0.016
0.059 0.085 0.538
0.400 0.363 -0.301
-0.030 1.125 -0.385
0.001 1.045 0.212
0.611 -0.216 0.079
0.992 -0.595 0.076
0.879 0.068 -1.718
-2.540 1.001 0.903
1.711 -1.217 0.493
-1.103 1.047 0.015
0.558 -0.727 0.001
0.073 -0.108 -0.009
-0.323 -0.839 -0.395
-0.355 0.226 0.823
-0.725 -0.085 -0.479
0.023 0.440 0.054
0.717 -0.773 0.060
-0.482 0.520 -2.382
0.595 0.245 -0.688
-0.443 -0.916 1.671
-2.263 -0.892 3.411
0.429 0.868 -1.931
0.762 0.399 -0.193
-0.293 0.257 -0.005
0.198 0.128 -0.215
0.184 -0.245 -0.178
0.014 0.068 0.563
0.561 0.136 -0.280
0.034 0.215 0.143
1.018 -0.910 0.052
0.090 0.747 -1.107
-0.752 -1.124 -0.155
0.299 1.105 -1.207
0.989 -0.827 3.497
-2.146 0.142 -2.160
0.682 0.206 0.491
-0.097 0.366 0.195
0.088 0.074 -0.130
-0.047 -0.064 0.044
0.230 -0.150 0.264
0.174 0.610 0.253
-0.514 -0.219 -0.166
0.699 -0.311 -0.975
-0.410 1.081 1.041
1.010 1.229 0.223
-0.581 -4.635 1.254
-1.351 4.621 -1.565
0.222 -0.868 -0.035
2.123 0.211 -0.239
-0.074 0.036 -0.563
-0.289 0.015 0.695
-0.240 -0.567 0.286
0.509 0.439 -0.086
-0.542 -0.550 0.039
-0.943 -0.651 0.074

Löwdin atomic charge list, values in e, 4 entries: 0.897 0.927 -0.179 -0.228


Record 6
Molecular formula: C3H3NO2
Method: DFT, ωB97M-V/def2-TZVPD

Computed properties:
- HOMO-LUMO gap: 10.62 eV
- Relative energy (zero: lowest compared OMol25 entry of this formula, charge and spin): 126.6 kJ/mol
- Structure (SMILES): CC(=O)N=C=O

Geometry (Å):
C1 1.3483 0.0249 -0.1997
C2 0.1447 0.2698 0.5126
O1 -0.1420 0.9774 1.4255
N1 -0.8495 -0.3663 -0.2319
C3 -2.1835 -0.3098 -0.1441
O2 -3.3037 -0.5469 -0.2516
H1 1.8338 0.9396 -0.6140
H2 1.0674 -0.5967 -1.0231
H3 2.0845 -0.3919 0.5262

Cartesian forces, eV/Å:
3.831 0.352 0.031
-3.192 1.215 -0.425
0.750 0.644 1.500
-7.521 -0.573 -0.426
6.061 -1.100 -0.124
0.218 0.603 0.081
-0.588 -0.395 0.510
0.699 -0.668 -0.315
-0.258 -0.077 -0.833

Löwdin atomic charge list, values in e, 4 entries: -0.024 -0.600 0.110 0.145


Record 7
Molecular formula: C19H29ClN3O3S
Method: DFT, ωB97M-V/def2-TZVPD

Computed properties:
- HOMO-LUMO gap: 7.13 eV
- Total charge: +1
- Structure (SMILES): CCN1CCN(C(=O)c2ccc(Cl)c(S(=O)(=O)[NH+]3CCCCCC3)c2)CC1

Geometry (Å):
C1 6.1137 0.4418 2.4727
C2 6.4062 -0.1320 1.0841
N1 5.2625 -0.2957 0.2075
C3 4.2826 -1.2638 0.6401
C4 3.3848 -1.6185 -0.5542
N2 2.7611 -0.4156 -1.0571
C5 1.4612 -0.1258 -0.9870
O1 0.9742 0.9732 -1.2121
C6 0.4829 -1.2325 -0.6752
C7 0.3551 -2.3932 -1.4404
C8 -0.7203 -3.2443 -1.2645
C9 -1.7240 -2.9433 -0.3429
Cl1 -3.0827 -3.9693 -0.1613
C10 -1.5926 -1.7809 0.4083
S1 -2.8190 -1.1579 1.5373
O2 -3.9824 -1.9402 1.7220
O3 -2.2170 -0.4705 2.6206
N3 -3.4554 0.2805 0.4631
C11 -4.0278 -0.2650 -0.7781
C12 -4.8776 0.7368 -1.5666
C13 -4.3273 2.1660 -1.5696
C14 -4.8142 2.9868 -0.3740
C15 -4.2118 2.5816 0.9702
C16 -4.3609 1.0990 1.2966
C17 -0.5033 -0.9420 0.2565
C18 3.7156 0.6221 -1.4025
C19 4.6099 0.9298 -0.2004
H1 5.4363 -0.2037 3.0271
H2 7.0411 0.5218 3.0320
H3 5.6740 1.4335 2.3990
H4 6.8720 -1.1155 1.1887
H5 7.1136 0.5193 0.5647
H6 4.7960 -2.1635 0.9829
H7 3.6425 -0.8881 1.4596
H8 2.6295 -2.3420 -0.2480
H9 4.0072 -2.0454 -1.3464
H10 1.0947 -2.6233 -2.1923
H11 -0.8091 -4.1424 -1.8545
H12 -2.6441 0.8644 0.2391
H13 -4.6339 -1.1305 -0.4987
H14 -3.1948 -0.6085 -1.3963
H15 -5.8972 0.7548 -1.1812
H16 -4.9325 0.3626 -2.5890
H17 -4.6841 2.6619 -2.4726
H18 -3.2363 2.1628 -1.6218
H19 -4.5730 4.0360 -0.5464
H20 -5.9015 2.9113 -0.3195
H21 -4.7031 3.1540 1.7574
H22 -3.1507 2.8440 0.9983
H23 -4.0798 0.9229 2.3384
H24 -5.3838 0.7512 1.1547
H25 -0.4257 -0.0540 0.8649
H26 3.1598 1.5065 -1.7145
H27 4.3321 0.2582 -2.2285
H28 5.3678 1.6576 -0.4917
H29 3.9893 1.3668 0.6011

Cartesian forces, eV/Å:
0.016 -0.120 -0.317
0.065 0.074 0.260
-0.100 -0.044 -0.099
-0.068 -0.152 -0.273
0.234 -0.332 0.476
0.144 -0.009 -0.094
-0.347 -0.075 -0.027
-0.073 0.177 0.074
-0.402 0.000 -0.063
0.025 0.277 0.278
-0.374 -0.054 0.218
0.103 -0.074 -0.183
0.049 -0.320 -0.256
-0.492 0.142 0.550
0.104 0.446 -0.378
-0.037 -0.150 -0.195
0.407 0.130 -0.004
0.608 -0.558 0.423
-0.539 -0.281 -0.897
0.249 0.103 0.111
-0.361 0.054 0.005
0.320 0.026 0.011
-0.250 -0.068 -0.264
-0.429 0.486 0.702
0.388 0.027 -0.088
0.144 0.583 -0.007
-0.086 -0.116 -0.259
-0.069 -0.025 0.116
0.073 0.033 0.118
-0.051 0.112 0.066
0.073 0.066 -0.038
0.051 -0.088 0.017
-0.031 -0.016 0.034
0.036 -0.055 0.001
0.082 0.042 -0.046
-0.060 -0.058 0.055
0.081 -0.041 -0.072
-0.044 -0.094 -0.051
0.088 -0.167 0.033
0.110 0.043 -0.009
-0.019 0.037 0.132
-0.047 -0.072 -0.016
-0.023 -0.097 0.046
0.116 -0.014 -0.035
0.141 0.057 -0.090
-0.071 0.036 0.021
-0.067 0.032 -0.005
0.089 -0.061 0.095
0.080 0.034 0.081
-0.082 0.049 -0.113
0.075 -0.093 -0.032
0.080 0.172 -0.009
0.080 -0.121 -0.008
-0.011 0.039 0.028
-0.026 0.045 0.007
0.047 0.035 -0.031

Löwdin atomic charge list, values in e, 4 entries: -0.079 -0.242 -0.192 -0.169


Record 8
Molecular formula: C16H17NO4S2
Method: DFT, ωB97M-V/def2-TZVPD

Computed properties:
- HOMO-LUMO gap: 4.21 eV
- Relative energy (zero: lowest compared OMol25 entry of this formula, charge and spin): 503.8 kJ/mol

Geometry (Å):
C1 3.3365 0.2019 -1.0098
N1 2.6729 1.5060 -0.9066
C2 3.3398 2.6203 -1.6044
C3 1.5571 1.6116 -0.2101
C4 0.8980 2.8910 -0.0299
C5 0.5551 3.7113 -1.1376
C6 -0.0147 4.9675 -0.9443
C7 -0.2522 5.4567 0.3525
C8 0.1121 4.6662 1.4607
C9 0.6721 3.4010 1.2755
H1 4.1605 0.2955 -1.7268
H2 3.7439 -0.1204 -0.0357
H3 2.6079 -0.5498 -1.3558
H4 4.2876 2.2220 -1.9835
H5 2.7414 2.9613 -2.4609
H6 3.5578 3.4766 -0.9459
H7 1.2761 0.7575 0.4291
H8 0.7495 3.3475 -2.1471
H9 -0.2952 5.5747 -1.8137
H10 -0.7183 6.4382 0.4978
H11 -0.0679 5.0538 2.4742
H12 0.9848 2.8053 2.1434
C10 -2.5232 -5.8266 1.4230
C11 -1.5072 -5.3084 0.6211
C12 -1.4972 -3.9437 0.3211
C13 -2.5024 -3.1262 0.7742
C14 -3.5450 -3.6425 1.5462
C15 -3.5412 -4.9944 1.8856
S1 -2.3429 -1.3874 0.2661
O1 -3.4099 -1.1597 -0.6715
O2 -2.2585 -0.5986 1.4828
C16 -0.8163 -1.4911 -0.4903
S2 -0.2462 -3.0933 -0.6901
O3 1.0343 -3.2561 -0.0317
O4 -0.4388 -3.5849 -2.0340
H13 -2.5230 -6.8802 1.6886
H14 -0.7227 -5.9517 0.2379
H15 -4.3422 -2.9890 1.8827
H16 -4.3318 -5.3993 2.5112
H17 -0.3906 -0.6626 -1.0439

Cartesian forces, eV/Å:
0.124 -0.889 -0.018
-1.566 0.016 0.773
0.186 0.240 -0.483
2.067 0.266 0.249
-0.642 1.627 -0.088
0.197 -0.244 0.519
-0.191 0.125 0.164
0.305 -0.695 0.013
-0.184 0.337 -0.278
0.085 -0.440 -0.249
-0.374 -0.230 0.251
-0.249 0.243 -0.380
0.383 0.218 0.167
-0.317 0.274 0.125
0.337 -0.149 0.359
-0.368 -0.447 -0.062
-0.064 0.084 -0.653
-0.302 0.126 0.267
0.148 -0.312 0.399
0.248 -0.469 -0.059
0.175 -0.325 -0.544
-0.323 0.233 -0.374
0.189 0.216 -0.202
0.114 0.166 -0.018
0.294 -0.031 -0.125
-0.052 0.339 0.045
0.116 0.120 -0.030
0.085 0.315 -0.151
1.422 -1.222 0.096
-0.824 0.720 0.058
-0.632 0.423 -0.185
-0.089 -0.761 0.680
-1.575 0.986 0.882
0.622 -0.411 -0.516
0.792 -0.441 -0.369
0.023 0.141 -0.087
-0.025 0.054 0.053
0.073 -0.025 0.003
0.084 0.081 -0.111
-0.293 -0.262 -0.120

Löwdin atomic charge list, values in e, 4 entries: 0.011 -0.120 0.004 0.065


Q: Number 8 is which compound?
A: C16H17NO4S2